[1]
96
Properties=species:S:1:pos:R:3:forces:R:3 method="wB97M-V/def2-TZVPD" e_homo_ev="-4.6 / -4.6" de_lowest_ev=0.000 e_lumo_ev="1.7 / 1.7" charge=-1 energy_ev=-242383.541 gap_ha="0.2286 / 0.2286"
Mo -0.0812 -0.1844 0.0584 -0.25 0.76 0.20
C 3.7472 -2.7190 3.0109 -0.02 0.03 -0.04
N 3.9603 -1.8637 1.8520 0.02 -0.09 0.06
C 5.1452 -1.7285 1.1613 0.01 0.03 0.09
C 4.9428 -0.8484 0.1768 -0.10 0.06 0.00
N 3.6077 -0.4305 0.2536 -0.14 -0.06 -0.23
C 2.9920 -1.1075 1.2856 0.22 0.12 -0.09
S 1.4192 -1.1893 1.8759 -0.41 0.04 -0.12
C 3.0946 0.6211 -0.5556 0.20 -0.16 0.24
C 3.8751 1.1175 -1.5938 0.01 0.09 0.00
C 3.4827 2.2953 -2.1999 0.00 -0.08 -0.02
C 2.3305 2.9311 -1.7681 -0.01 -0.04 0.04
C 1.5565 2.2845 -0.8260 0.00 0.05 -0.05
N 1.9173 1.1359 -0.2395 -0.19 0.02 -0.18
H 4.7228 -3.0326 3.3754 -0.01 -0.02 -0.01
H 3.1458 -3.5821 2.7293 -0.02 -0.02 -0.03
H 3.2237 -2.1561 3.7822 0.03 0.01 0.01
H 6.0321 -2.2708 1.4336 -0.02 -0.03 0.00
H 5.6305 -0.4753 -0.5529 0.00 -0.02 -0.02
H 4.7480 0.5883 -1.9366 0.03 0.05 -0.01
H 4.0712 2.7040 -3.0111 0.02 0.01 0.02
H 2.0009 3.8704 -2.1881 0.01 -0.01 -0.01
H 0.5911 2.6791 -0.5388 -0.03 -0.04 -0.01
F -3.3910 4.5072 2.7326 -0.01 0.01 -0.02
C -2.5808 4.3652 1.6542 0.05 -0.06 0.04
F -3.3496 4.0083 0.6305 -0.01 0.00 0.00
F -2.1121 5.6113 1.3867 -0.03 -0.01 -0.01
C -1.4511 3.4238 1.9550 -0.03 0.01 -0.02
C -0.6131 3.7797 2.9914 0.06 -0.04 0.02
C 0.4654 2.9681 3.3155 -0.01 0.06 0.02
C 0.6496 1.8076 2.5958 0.05 -0.05 -0.02
N -0.1525 1.4366 1.5948 0.07 0.25 0.20
C -1.1915 2.2397 1.2322 -0.08 -0.01 0.03
S -1.9545 1.5609 -0.1160 0.16 -0.09 0.13
H -0.8042 4.6934 3.5410 0.01 0.00 0.00
H 1.1361 3.2080 4.1275 -0.01 0.02 -0.01
H 1.4608 1.1337 2.8320 -0.03 -0.02 -0.02
C -6.3236 -0.4481 1.7676 0.01 0.00 0.00
C -5.7670 -1.6606 1.3881 0.01 0.00 0.01
C -4.3889 -1.8304 1.4129 0.00 0.00 0.02
C -3.5283 -0.8015 1.8055 -0.04 0.00 -0.03
C -4.1155 0.4092 2.1841 0.00 -0.02 0.00
C -5.4915 0.5878 2.1706 0.00 -0.02 0.00
Si -1.6689 -1.1856 1.8255 -0.10 -0.14 -0.14
C -1.1541 -0.8788 3.6509 0.09 0.15 0.00
C -0.4643 -1.8957 4.3221 -0.10 -0.03 0.04
C -0.0036 -1.7358 5.6225 -0.01 0.01 -0.01
C -0.2273 -0.5437 6.2981 0.00 0.00 -0.01
C -0.9299 0.4728 5.6665 -0.01 -0.01 -0.01
C -1.3827 0.3018 4.3644 -0.01 -0.04 0.00
H -7.3980 -0.3095 1.7468 0.00 0.00 0.00
H -6.4042 -2.4758 1.0661 0.00 0.00 0.00
H -3.9688 -2.7830 1.1076 0.00 0.00 -0.02
H -3.4981 1.2468 2.4852 0.00 -0.01 0.00
H -5.9122 1.5419 2.4657 0.00 0.00 0.00
H -1.6714 -2.6715 1.8463 0.15 0.00 0.06
H -0.2911 -2.8380 3.8133 0.03 0.01 -0.01
H 0.5285 -2.5449 6.1099 0.00 0.00 0.00
H 0.1338 -0.4116 7.3111 -0.01 0.00 0.00
H -1.1241 1.4044 6.1860 0.00 0.00 0.00
H -1.9317 1.1157 3.9036 0.04 0.02 -0.01
Br -4.2626 -4.7613 -2.9729 0.01 0.01 0.01
C -3.1868 -3.4967 -2.0330 0.01 -0.04 0.02
C -3.5746 -2.1750 -1.9894 0.02 0.04 0.00
C -2.7788 -1.2641 -1.3011 0.09 -0.02 -0.17
C -1.5905 -1.6275 -0.6636 -0.17 0.04 0.14
C -1.2694 -2.9920 -0.7092 0.03 0.00 -0.03
C -2.0366 -3.9232 -1.3894 -0.03 0.01 -0.03
H -4.4867 -1.8522 -2.4741 0.00 0.01 0.00
H -3.1205 -0.2374 -1.2896 -0.03 0.00 0.02
H -0.3895 -3.3508 -0.1880 -0.01 0.01 0.00
H -1.7474 -4.9656 -1.4116 0.00 0.00 0.00
N 2.3291 -1.6564 -2.8529 0.05 0.10 -0.09
C 2.0150 -2.1289 -1.6138 -0.12 -0.04 0.05
O 1.1252 -1.5457 -0.9457 0.53 -0.65 -0.29
C 2.7586 -3.2426 -1.1233 0.06 0.02 -0.02
C 2.3650 -3.9913 0.0076 0.01 0.05 -0.09
N 2.0775 -4.6578 0.9073 0.02 0.03 0.08
C 3.8981 -3.6796 -1.8412 -0.06 -0.09 0.18
N 4.8481 -4.0090 -2.4131 0.00 0.06 -0.08
H 2.8450 -2.2894 -3.4451 0.01 -0.01 0.01
H 1.5283 -1.2240 -3.3064 -0.11 0.01 0.01
Br -1.9582 4.1180 -7.6384 0.00 0.00 0.00
C -1.5129 2.8908 -6.2548 -0.01 -0.02 0.00
C -0.6808 3.3030 -5.2292 0.01 -0.02 0.02
C -0.3671 2.4017 -4.2209 -0.05 0.09 0.10
C -0.8537 1.1033 -4.2498 -0.04 -0.06 -0.08
C -1.6816 0.7115 -5.2951 0.04 0.00 -0.06
C -2.0284 1.6056 -6.2969 0.00 0.00 0.01
C -0.4654 0.0831 -3.1972 -0.10 0.14 -0.12
O -0.3552 -1.0875 -3.5573 0.03 -0.03 0.05
O -0.2655 0.5865 -2.0407 0.23 -0.31 0.29
H -0.2915 4.3120 -5.2166 0.00 0.00 0.01
H 0.2592 2.7064 -3.3924 -0.05 -0.03 -0.04
H -2.0443 -0.3079 -5.3169 0.01 0.00 0.01
H -2.6827 1.3066 -7.1041 0.00 0.01 0.00


[2]
96
Properties=species:S:1:pos:R:3:forces:R:3 method="wB97M-V/def2-TZVPD" s2=2.02 e_homo_ev="-9.9 / -10.3" de_lowest_ev=0.189 e_lumo_ev="-3.1 / -3.6" multiplicity=3 charge=+1 energy_ev=-214142.861 gap_ha="0.2506 / 0.2474"
W 0.5154 -0.2464 -0.5209 0.92 0.25 -0.12
O 2.9038 2.1889 2.0090 -0.04 0.02 -0.02
C 2.1675 1.7428 1.1459 0.01 -0.05 0.04
N 1.7613 0.4535 1.0179 0.02 -0.05 -0.03
C 2.6082 -0.5000 1.7157 0.05 -0.01 0.00
C 3.0090 -1.5593 0.7362 0.02 0.01 -0.04
C 4.0165 -2.4724 1.0041 0.02 0.05 -0.04
C 4.3521 -3.4007 0.0375 -0.01 0.03 -0.01
C 3.6639 -3.3959 -1.1687 0.02 -0.01 -0.01
C 2.6688 -2.4642 -1.3633 -0.07 0.05 0.01
N 2.3479 -1.5511 -0.4301 -0.22 -0.29 0.04
C 1.6609 2.6039 0.0391 0.16 -0.01 -0.13
C 1.8809 3.9692 0.0363 0.03 -0.10 0.01
C 1.4760 4.6971 -1.0659 -0.02 0.03 -0.03
C 0.8964 4.0195 -2.1282 0.02 0.05 0.00
C 0.7180 2.6531 -2.0483 -0.10 -0.06 0.03
N 1.0808 1.9417 -0.9700 -0.23 0.01 0.22
H 2.1269 -0.9590 2.5860 -0.04 -0.01 -0.04
H 3.4954 0.0134 2.0916 -0.03 -0.01 0.03
H 4.5301 -2.4328 1.9564 -0.01 -0.02 0.00
H 5.1442 -4.1162 0.2162 0.01 -0.01 0.00
H 3.8936 -4.1025 -1.9526 0.00 0.00 -0.01
H 2.0969 -2.4148 -2.2765 -0.01 -0.03 0.01
H 2.3791 4.4076 0.8896 0.00 0.00 0.01
H 1.6206 5.7682 -1.1084 0.01 0.00 0.00
H 0.5799 4.5370 -3.0224 0.00 0.01 0.00
H 0.2529 2.1228 -2.8613 -0.04 -0.01 0.06
Br 4.8637 -3.9558 4.6519 -0.02 0.00 0.03
C 3.1520 -4.6747 4.2863 -0.03 0.00 0.02
C 2.2193 -4.8091 5.3030 0.05 0.02 -0.04
C 0.9728 -5.3337 5.0007 -0.01 0.09 -0.07
C 0.6448 -5.6638 3.6904 -0.05 0.18 0.11
C 1.6023 -5.5612 2.6844 0.06 -0.10 0.09
C 2.8608 -5.0783 2.9924 0.05 0.01 -0.05
N -0.6519 -6.2395 3.4987 0.20 -0.57 -0.16
N -1.3311 -6.0556 2.4823 -0.19 0.67 0.06
C -1.0105 -4.9957 1.5577 -0.06 -0.41 -0.04
C -1.0437 -5.2870 0.2179 0.07 -0.01 0.03
C -0.7632 -4.3275 -0.7723 -0.02 0.13 0.03
C -0.4795 -3.0352 -0.3928 -0.10 0.02 0.13
O -0.2689 -2.0115 -1.1977 0.15 -0.02 0.05
C -0.4846 -2.7184 0.9893 -0.03 0.09 -0.02
N -0.2332 -1.4024 1.2539 -0.07 0.11 0.21
C -0.3868 -0.9745 2.4925 0.03 -0.07 -0.07
C -0.7924 -1.8197 3.5320 0.00 0.00 0.02
C -0.9901 -3.1521 3.2866 0.01 -0.04 0.06
C -0.8039 -3.6567 1.9831 -0.08 0.13 -0.08
H 2.4697 -4.5310 6.3169 0.00 0.01 0.00
H 0.2330 -5.4817 5.7766 0.00 -0.02 0.02
H 1.3934 -5.8864 1.6752 -0.06 0.01 0.00
H 3.6193 -5.0171 2.2257 -0.01 -0.02 0.01
H -1.2800 -6.3015 -0.0773 0.00 -0.01 0.01
H -0.8059 -4.5910 -1.8200 0.01 0.02 -0.02
H -0.1684 0.0668 2.6795 0.02 -0.01 0.00
H -0.9324 -1.4064 4.5204 -0.02 -0.01 0.01
H -1.3168 -3.8086 4.0816 0.02 0.00 0.00
Br -2.1781 0.3308 -7.9733 0.03 0.00 0.02
C -0.7185 -0.0791 -6.8536 0.02 -0.01 0.01
C 0.4865 -0.4965 -7.4117 -0.09 0.03 -0.04
N 1.5500 -0.8079 -6.6822 0.06 -0.02 -0.01
C 1.4523 -0.7029 -5.3630 -0.04 0.01 0.07
C 0.2910 -0.2901 -4.7194 0.06 0.02 -0.05
C -0.8271 0.0278 -5.4824 0.00 -0.04 -0.03
C 0.2411 -0.1571 -3.2474 -0.13 0.05 0.14
O 1.3074 -0.3270 -2.5594 -0.08 0.33 0.16
O -0.8030 0.1609 -2.6472 -0.03 -0.14 -0.47
H 0.5862 -0.5765 -8.4876 0.00 -0.02 0.00
H 2.3313 -0.9552 -4.7823 0.01 0.02 -0.01
H -1.7447 0.3437 -5.0054 0.00 0.01 0.01
C -0.9076 2.5138 1.8633 0.04 0.03 -0.01
C -1.7307 1.8459 0.8184 0.02 -0.04 -0.03
N -1.3894 0.8635 -0.0122 -0.27 -0.14 -0.10
C -2.5534 0.4909 -0.6736 -0.03 -0.05 0.00
C -3.5737 1.2719 -0.2652 -0.01 -0.02 -0.07
N -3.0431 2.1313 0.6699 0.01 -0.08 0.11
C -3.7997 3.2112 1.2852 0.02 -0.03 -0.09
N -4.0926 4.2480 0.3437 -0.11 0.20 0.17
N -5.2758 4.2013 -0.3292 0.02 -0.14 0.02
N -5.3564 5.1911 -1.1178 -0.08 0.03 -0.08
C -4.2125 5.9520 -0.9912 0.12 0.00 0.09
C -3.8387 7.1359 -1.6319 0.00 -0.03 0.02
C -2.6237 7.6780 -1.2850 -0.02 0.01 -0.02
C -1.7951 7.0647 -0.3243 0.04 0.00 0.00
C -2.1493 5.8973 0.3139 0.01 0.01 0.04
C -3.3862 5.3530 -0.0389 -0.02 -0.05 -0.16
H 0.0312 1.9950 2.0019 0.02 -0.01 -0.01
H -1.4308 2.4989 2.8209 -0.01 0.02 -0.01
H -0.6841 3.5501 1.6113 0.02 0.00 -0.01
H -2.5519 -0.2933 -1.4059 -0.01 -0.01 0.02
H -4.6075 1.3232 -0.5584 -0.01 -0.01 -0.01
H -3.2453 3.6124 2.1300 0.02 0.01 -0.03
H -4.7528 2.8157 1.6305 0.02 0.01 0.02
H -4.4891 7.5960 -2.3622 0.00 0.01 -0.01
H -2.2943 8.5992 -1.7452 0.00 0.00 -0.02
H -0.8523 7.5352 -0.0764 0.00 0.00 0.02
H -1.5046 5.4525 1.0592 -0.01 0.00 0.01